(1)
H22NO14 | ωB97M-V/def2-TZVPD

For the HOMO energy, the calculation gives -7.51 eV. The total charge is -1. The gap between HOMO and LUMO comes out at 10.1 eV. The value obtained for the relative energy (zero: lowest compared OMol25 entry of this formula, charge and spin) is 17.1 kcal per mole. The electronic energy is -1121.315316 Ha. For the LUMO energy, the calculation gives 2.548 eV.

Last column: natural (NBO) charge in e.
Cartesian coordinates (Å):
N  -0.10  0.28  0.36  0.745
O  -0.75  -0.77  0.35  -0.565
O  0.37  0.76  -0.68  -0.562
O  0.01  0.91  1.40  -0.548
O  -0.63  -3.53  -1.45  -0.973
H  -0.20  -3.30  -0.62  0.455
H  -0.77  -2.69  -1.88  0.498
O  3.51  2.66  -1.16  -0.939
H  4.07  2.19  -1.78  0.460
H  2.67  2.21  -1.21  0.479
O  0.39  3.64  1.76  -0.962
H  0.27  2.70  1.86  0.487
H  1.33  3.75  1.59  0.463
O  -2.91  -2.49  1.13  -0.951
H  -2.23  -2.01  0.65  0.491
H  -2.78  -2.23  2.04  0.457
O  2.97  -1.05  -0.01  -0.957
H  3.13  -1.87  -0.48  0.471
H  2.59  -0.46  -0.66  0.487
O  0.62  -3.01  2.32  -0.944
H  1.23  -3.36  1.67  0.461
H  0.15  -2.32  1.86  0.481
O  -0.22  1.95  -3.12  -0.962
H  -1.09  1.56  -3.17  0.473
H  0.20  1.49  -2.39  0.481
O  2.87  -0.01  2.75  -0.964
H  1.95  0.18  2.56  0.476
H  3.16  -0.58  2.04  0.483
O  -2.67  1.60  1.32  -0.959
H  -3.43  1.33  1.83  0.467
H  -1.93  1.15  1.74  0.491
O  -0.86  -0.92  -2.55  -0.992
H  -1.74  -0.55  -2.54  0.492
H  -0.42  -0.52  -1.80  0.485
O  -2.74  0.89  -1.52  -0.983
H  -3.43  1.53  -1.64  0.472
H  -2.59  0.87  -0.57  0.506

---

(2)
H22NeO11 | ωB97M-V/def2-TZVPD

For the HOMO energy, the calculation gives -9.53 eV. The total charge is 0. The gap between HOMO and LUMO comes out at 9.6 eV. The value obtained for the relative energy (zero: lowest compared OMol25 entry of this formula, charge and spin) is 21.8 kcal per mole. The electronic energy is -969.778188 Ha. For the LUMO energy, the calculation gives 0.060 eV.

Last column: natural (NBO) charge in e.
Cartesian coordinates (Å):
Ne  0.49  -0.12  -0.03  0.000
O  1.83  -3.23  -1.61  -0.940
H  2.39  -3.17  -2.39  0.463
H  2.39  -2.95  -0.89  0.466
O  3.13  -2.70  0.75  -0.964
H  3.48  -2.21  1.49  0.497
H  3.88  -2.84  0.18  0.483
O  0.08  0.99  -3.89  -0.989
H  -0.57  1.09  -3.20  0.487
H  0.86  1.43  -3.56  0.474
O  0.12  2.87  2.16  -0.963
H  -0.76  2.54  2.38  0.498
H  0.18  3.71  2.62  0.469
O  -3.04  -0.17  -0.05  -0.959
H  -3.89  -0.47  0.28  0.490
H  -2.40  -0.64  0.49  0.513
O  2.60  1.97  -2.95  -0.952
H  2.93  1.09  -2.80  0.468
H  2.17  2.21  -2.13  0.496
O  0.82  -3.10  2.42  -0.961
H  1.35  -3.17  1.62  0.497
H  0.75  -3.99  2.75  0.472
O  -1.99  -2.56  1.77  -0.974
H  -1.13  -2.90  1.98  0.499
H  -2.40  -2.38  2.62  0.465
O  0.86  3.24  -0.71  -0.972
H  0.52  3.14  0.18  0.500
H  0.19  3.77  -1.16  0.467
O  -1.89  1.40  -1.84  -0.968
H  -2.09  2.27  -1.48  0.462
H  -2.27  0.78  -1.22  0.493
O  -2.48  1.42  2.13  -0.972
H  -3.21  1.76  2.65  0.469
H  -2.89  0.93  1.43  0.484

---

(3)
H22O11 | ωB97M-V/def2-TZVPD

For the HOMO energy, the calculation gives -10.31 eV. The total charge is 0. The gap between HOMO and LUMO comes out at 10.1 eV. The value obtained for the relative energy (zero: lowest compared OMol25 entry of this formula, charge and spin) is 22.8 kcal per mole. The electronic energy is -840.843848 Ha. For the LUMO energy, the calculation gives -0.216 eV.

Last column: natural (NBO) charge in e.
Cartesian coordinates (Å):
O  -1.77  -1.94  0.25  -0.982
H  -1.98  -2.68  -0.34  0.507
H  -2.54  -1.82  0.81  0.496
O  2.58  0.21  -1.80  -0.978
H  2.49  -0.62  -1.31  0.479
H  2.75  0.87  -1.11  0.500
O  0.45  3.55  1.87  -0.942
H  1.00  3.36  2.64  0.463
H  -0.38  3.87  2.24  0.483
O  2.49  1.53  0.70  -0.962
H  3.23  1.49  1.31  0.476
H  1.78  1.97  1.19  0.492
O  0.66  -0.76  2.26  -0.982
H  0.50  -0.93  3.19  0.474
H  1.12  -1.54  1.91  0.505
O  -0.95  2.81  -1.98  -0.958
H  -0.80  2.39  -2.83  0.472
H  -1.00  2.06  -1.37  0.481
O  -2.59  0.68  1.99  -0.947
H  -1.71  1.07  1.91  0.485
H  -2.58  0.18  2.81  0.463
O  -0.02  -0.22  -2.80  -1.012
H  -0.28  0.14  -1.94  0.486
H  0.91  0.05  -2.88  0.505
O  1.13  -2.73  0.20  -0.981
H  0.96  -3.60  -0.18  0.486
H  0.26  -2.28  0.20  0.494
O  -0.54  0.39  -0.10  -1.007
H  -1.10  -0.32  0.24  0.506
H  0.20  0.44  0.51  0.498
O  -1.15  -2.82  -2.51  -0.965
H  -2.04  -2.89  -2.88  0.465
H  -1.07  -1.89  -2.23  0.499

---

(4)
H22O11 | ωB97M-V/def2-TZVPD

For the HOMO energy, the calculation gives -10.38 eV. The total charge is 0. The gap between HOMO and LUMO comes out at 9.9 eV. The value obtained for the relative energy (zero: lowest compared OMol25 entry of this formula, charge and spin) is 75.1 kcal per mole. The electronic energy is -840.760402 Ha. For the LUMO energy, the calculation gives -0.529 eV.

Last column: natural (NBO) charge in e.
Cartesian coordinates (Å):
O  0.49  0.78  -0.13  -0.945
H  -0.48  0.72  -0.15  0.476
H  0.66  1.71  0.07  0.473
O  -0.26  4.86  3.53  -0.930
H  0.03  4.01  3.16  0.464
H  -0.09  5.49  2.82  0.466
O  -3.57  -1.31  -2.07  -0.922
H  -2.91  -1.29  -1.37  0.441
H  -3.06  -1.14  -2.87  0.481
O  -1.54  -1.44  3.82  -0.939
H  -1.37  -2.03  4.57  0.470
H  -1.73  -2.04  3.09  0.470
O  -3.77  0.96  -2.75  -0.933
H  -3.61  1.05  -1.80  0.475
H  -3.13  1.55  -3.16  0.456
O  2.32  -0.59  -1.81  -0.953
H  2.05  -0.36  -0.92  0.477
H  1.90  -1.45  -1.97  0.486
O  3.15  -2.82  -1.35  -0.975
H  3.41  -1.92  -1.11  0.495
H  3.52  -3.36  -0.65  0.465
O  -4.83  -0.16  0.07  -0.934
H  -5.65  -0.59  0.33  0.476
H  -4.16  -0.84  0.20  0.458
O  3.61  -1.41  1.48  -0.951
H  3.50  -0.50  1.79  0.468
H  2.71  -1.72  1.32  0.475
O  0.80  -2.64  1.31  -0.940
H  0.95  -3.50  1.70  0.477
H  0.94  -2.02  2.04  0.471
O  3.61  3.77  -2.46  -0.927
H  3.70  4.00  -1.53  0.463
H  2.80  4.21  -2.73  0.465

---

(5)
H22O11 | ωB97M-V/def2-TZVPD

For the HOMO energy, the calculation gives -7.31 eV. The total charge is 0. The gap between HOMO and LUMO comes out at 7.0 eV. The value obtained for the relative energy (zero: lowest compared OMol25 entry of this formula, charge and spin) is 587.6 kcal per mole. The electronic energy is -839.943708 Ha. For the LUMO energy, the calculation gives -0.313 eV.

Last column: natural (NBO) charge in e.
Cartesian coordinates (Å):
O  0.57  0.00  2.50  -0.902
H  -0.38  0.13  2.45  0.447
H  0.74  -0.20  3.42  0.488
O  -1.25  0.06  1.95  -0.806
H  -2.05  0.32  2.42  0.535
H  -1.36  -0.87  1.79  0.528
O  1.52  0.24  -1.77  -1.011
H  0.97  -0.27  -1.17  0.515
H  2.12  -0.40  -2.15  0.479
O  0.71  -2.79  -0.80  -1.005
H  0.48  -2.01  -0.30  0.468
H  0.10  -2.79  -1.54  0.474
O  0.09  -1.51  -2.05  -0.997
H  -0.41  -0.75  -2.36  0.415
H  0.90  -1.48  -2.55  0.445
O  0.77  -1.67  1.39  -0.995
H  1.11  -1.17  2.13  0.465
H  0.09  -1.11  1.02  0.418
O  0.92  1.31  1.10  -0.988
H  1.65  0.85  0.69  0.481
H  0.68  0.75  1.84  0.419
O  -0.75  0.20  -2.49  -0.830
H  -0.21  0.85  -2.03  0.489
H  -0.40  0.19  -3.38  0.510
O  -0.33  -0.40  0.03  -0.993
H  -0.66  0.21  0.69  0.508
H  -0.93  -0.29  -0.71  0.507
O  -0.64  2.58  1.06  -1.100
H  -0.85  2.14  0.23  0.400
H  0.10  2.09  1.41  0.442
O  -1.19  1.69  -0.65  -0.796
H  -1.77  2.32  -1.09  0.513
H  -0.35  1.79  -1.10  0.477

---

(6)
H22O11 | ωB97M-V/def2-TZVPD

For the HOMO energy, the calculation gives -11.46 eV. The total charge is 0. The gap between HOMO and LUMO comes out at 11.6 eV. The value obtained for the relative energy (zero: lowest compared OMol25 entry of this formula, charge and spin) is 63.0 kcal per mole. The electronic energy is -840.779733 Ha. For the LUMO energy, the calculation gives 0.167 eV.

Last column: natural (NBO) charge in e.
Cartesian coordinates (Å):
O  -3.24  3.80  1.24  -0.938
H  -2.43  3.30  1.32  0.469
H  -3.86  3.35  1.81  0.468
O  2.87  5.23  1.53  -0.935
H  2.41  6.00  1.86  0.467
H  2.22  4.77  1.00  0.468
O  1.31  -3.90  5.27  -0.942
H  1.85  -3.13  5.09  0.474
H  1.70  -4.29  6.06  0.468
O  0.45  0.45  -0.06  -0.947
H  0.17  0.69  -0.94  0.473
H  0.44  -0.51  -0.06  0.474
O  -3.86  4.26  -5.04  -0.933
H  -3.80  3.64  -5.77  0.464
H  -3.01  4.21  -4.61  0.470
O  1.03  3.70  -3.78  -0.939
H  1.76  3.51  -4.36  0.470
H  1.18  4.59  -3.48  0.470
O  4.13  -6.40  -1.09  -0.935
H  3.85  -7.16  -1.60  0.465
H  3.41  -5.78  -1.16  0.470
O  3.40  0.34  3.99  -0.940
H  3.24  1.09  4.56  0.468
H  2.80  0.46  3.26  0.472
O  -3.19  -2.11  3.47  -0.938
H  -2.46  -2.67  3.75  0.471
H  -3.82  -2.18  4.18  0.468
O  -0.50  -4.20  -0.36  -0.940
H  -1.08  -4.15  0.39  0.472
H  -0.96  -4.75  -0.99  0.468
O  -2.08  -0.83  -4.79  -0.933
H  -1.80  -1.39  -5.51  0.467
H  -2.11  0.05  -5.17  0.467